No. 1
91
Properties=species:S:1:pos:R:3 method="wB97M-V/def2-TZVPD" orbital_gap_ev=7.620 total_charge=+1 energy_ha=-1853.639179 lumo_ha=-0.0883
H -4.1731 2.1511 2.2881
C 2.7064 1.0352 3.5967
H -0.9673 4.8161 3.1699
H -1.7039 -1.9697 5.3109
N 5.1647 2.1898 7.8979
C -2.4296 1.1875 3.1231
C 5.9344 1.2813 8.7383
H -0.7683 -3.9477 1.7797
C -0.1727 -1.5053 7.5408
C 5.9484 3.2243 7.2690
C 2.3688 0.0997 6.7810
C 3.7497 -1.3807 2.2573
C 1.7172 -0.0347 3.1077
H 5.3298 -0.3479 3.2759
H -2.9788 -4.6620 2.2738
H 4.6140 1.9101 3.0762
H -2.8670 1.9154 1.1502
H 1.8402 -2.2110 2.8052
H 0.0327 -1.7492 1.4156
H 5.2943 -0.0653 1.5282
H -1.0197 2.8846 4.6185
H 2.1858 -0.9542 6.5623
C -4.7529 -1.3246 7.4553
H 6.5382 0.5835 8.1381
C -2.7767 -3.5936 2.4278
H 0.9754 3.2166 6.3120
H -2.8925 4.2426 1.4867
H 3.2565 3.8787 6.9956
H 5.3193 3.8746 6.6595
H 6.7206 2.7908 6.6178
C -1.5414 -3.1920 1.6045
H 6.6192 1.8740 9.3537
H 3.0407 0.7662 4.6081
H -5.3102 0.5320 6.4947
H -3.6659 -3.0551 2.0714
H -3.8430 -3.0702 8.4085
H 0.8476 -1.8628 7.6472
C -1.9893 -1.9714 4.2557
H -2.9375 1.2740 6.0495
C -3.0848 2.2127 2.1835
H -1.5587 -1.0151 1.4921
H 4.3227 -2.2925 2.4763
H 0.5058 2.8913 3.7480
C 4.6642 -0.1625 2.4226
H -2.7978 1.3201 4.1507
H -2.7504 0.1885 2.8120
C 3.9253 1.1593 2.6640
H -0.5616 3.8567 1.7631
C -2.5839 -3.3434 3.9265
C -0.6830 -0.3851 6.8736
P 0.0468 0.0050 4.0298
C -3.6977 -2.1309 7.8935
C -2.1316 -0.4162 7.0833
H 3.4582 -1.4688 1.2032
C 1.3891 1.0634 6.4812
H 6.4585 3.8266 8.0271
H -1.7772 -3.2477 0.5372
C -1.0450 -3.5197 8.7219
C -1.1363 3.8384 2.6983
N -1.2067 -2.2789 8.0047
H 3.5758 1.5690 1.7093
H 1.4430 0.2074 2.0585
H 4.3040 -0.3184 7.6348
C -0.7362 -1.6211 3.4422
H 2.2270 2.0159 3.7011
C 3.9347 1.8426 7.3871
C 0.0070 0.6203 6.0382
H -0.6606 1.4688 5.8367
H -0.6484 -3.3356 9.7345
C -4.4903 -0.0990 6.8250
H -3.2144 4.0976 3.2229
H -3.5309 -3.4481 4.4687
H 2.7671 -1.5975 4.1681
H -1.9212 -4.1209 4.3324
H 0.0361 -2.3553 3.7407
H 5.2781 0.7008 9.3980
C -0.9382 -1.8134 1.9264
C 2.4718 -1.3758 3.1308
C -3.1838 0.3525 6.5889
C -2.6378 3.6680 2.3894
H -0.3414 -4.1810 8.1949
C -2.4167 -1.6441 7.7263
C -0.9109 1.3393 3.1118
H -0.5501 1.2426 2.0707
C -0.5727 2.7461 3.6245
H -2.7678 -1.1952 4.1714
C 3.6039 0.4661 7.3071
C 1.7144 2.4391 6.5681
C 2.9952 2.8182 6.9634
H -2.0231 -4.0022 8.7837
H -5.7813 -1.6445 7.6164

---

No. 2
12
Properties=species:S:1:pos:R:3 method="wB97M-V/def2-TZVPD" orbital_gap_ev="7.329 / 8.095" energy_ha=-720.611493 lumo_ha="-0.0038 / 0.0087"
C 0.5146 1.2661 1.1434
C -0.4855 -0.8289 0.8521
H -1.7768 0.2927 -0.4854
H 2.0011 0.8599 -2.2329
N 0.1268 0.5092 -1.1446
O 1.0724 2.2588 1.4205
C -0.8649 -0.3127 -0.5674
O -0.0090 0.2426 1.6731
S 1.5308 -0.2459 -1.6420
H -1.0824 -1.2129 -1.1622
H -1.3475 -1.2599 1.3618
H 0.3204 -1.5690 0.7835

---

No. 3
16
Properties=species:S:1:pos:R:3 method="wB97M-V/def2-TZVPD" orbital_gap_ev=9.001 energy_ha=-308.711919 lumo_ha=0.0325
H 1.3802 0.4295 -1.6812
H -1.1749 -0.1916 -1.7266
C -2.1326 -0.7688 0.1370
H 2.3596 0.6742 -0.1391
H -1.4400 1.1497 -0.5886
O 2.1174 -0.9786 1.1911
C -1.1690 0.0853 -0.6618
H -3.1508 -0.6535 -0.2462
H -2.1217 -0.4698 1.1901
H -1.8544 -1.8253 0.0741
C 1.1101 0.7236 -0.6558
H 0.8493 1.7877 -0.6009
C 2.3566 0.3289 1.0480
O 0.1261 -0.1064 -0.1243
H 1.1532 -1.1350 1.2399
H 1.5909 0.9501 1.5443

---

No. 4
9
Properties=species:S:1:pos:R:3 method="wB97M-V/def2-TZVPD" orbital_gap_ev=10.291 smiles=CO[SiH2]I energy_ha=-703.529856 lumo_ha=0.0183
C -0.1166 1.4639 0.4548
H -1.0486 2.0806 0.8088
H -1.7469 -1.4580 -1.4830
H 0.4527 1.1639 1.4103
I -3.9380 0.2485 0.0742
O -0.4975 0.3531 -0.3279
Si -1.8276 -1.0053 -0.1836
H 0.5758 2.1044 -0.0313
H -1.8228 -1.8054 1.0395

---

No. 5
8
Properties=species:S:1:pos:R:3 method="wB97M-V/def2-TZVPD" orbital_gap_ev=10.121 smiles="ON=c1cc1" energy_ha=-245.929575 lumo_ha=0.0375
C -1.4334 0.5488 -0.0126
H 2.7737 0.2488 0.3876
C -1.1134 -0.7375 -0.0809
H -1.4568 -1.7720 -0.2276
H -2.1570 1.3342 0.1038
O 2.2237 -0.4210 -0.0294
C -0.0028 0.2214 0.0000
N 1.1660 0.5773 -0.1409

---

No. 6
23
Properties=species:S:1:pos:R:3 method="wB97M-V/def2-TZVPD" orbital_gap_ev="6.579 / 6.578" energy_ha=-1328.802472 lumo_ha="-0.0504 / -0.0504"
N -5.1723 1.4137 -0.2177
S -5.2621 -0.1703 0.3002
C 1.6057 0.3840 0.1407
S -2.4855 -1.6639 0.4194
C 0.7198 -1.8491 -0.2417
H 1.0469 -2.2042 0.6307
C -3.7297 -0.9758 -0.2309
H 2.5127 0.1408 -0.3516
H 1.4917 1.3837 0.2689
C 0.3869 -0.3703 -0.3878
C -0.9326 0.0043 0.1882
C -4.0205 2.0206 -0.1618
H -0.8082 0.1739 1.2656
H -0.3659 -0.5709 -2.2831
H -4.1952 3.0863 -0.0849
H -0.2174 -2.3645 -0.3739
O -6.3404 -0.9603 -0.2271
H 1.4216 -1.9734 -1.0876
N -1.6232 0.9772 -0.4836
H -1.2528 1.0572 -1.3919
O 0.3653 -0.1328 -1.8340
H 1.7216 0.0813 1.1436
C -2.7698 1.5295 -0.2320